C42H38IrN8O6SSi | ωB97M-V/def2-TZVPD

XYZ file:
```
97
Properties=species:S:1:pos:R:3:forces:R:3
Ir -1.708080 -0.640797 0.094770 0.78 -0.27 0.07
O -4.468596 -1.108164 4.558963 -0.05 0.01 0.06
C -3.630992 -0.943014 3.539741 0.01 0.06 -0.12
O -4.120952 -0.195972 2.481859 -0.02 -0.12 0.17
C -2.296285 -1.385030 3.617702 -0.06 0.14 0.23
C -1.811326 -1.881810 4.851592 0.09 -0.01 -0.04
C -0.510631 -2.319799 4.928082 -0.06 0.03 -0.05
C 0.273301 -2.331946 3.774440 -0.01 0.03 0.02
C -0.292617 -1.871181 2.598898 0.07 -0.08 -0.02
N -1.512407 -1.350954 2.519438 -0.13 -0.21 -0.06
C 0.436583 -2.108260 1.297805 0.03 0.08 -0.05
O 1.600861 -2.398402 1.262615 0.05 -0.11 0.04
O -0.314109 -2.056165 0.196033 -0.03 0.07 -0.06
H -5.237729 -0.523031 4.500423 0.05 0.00 -0.01
H -2.460097 -1.895689 5.714075 -0.02 0.01 0.00
H -0.112293 -2.678465 5.867028 0.01 0.00 0.01
H 1.283401 -2.713421 3.759828 0.00 -0.01 -0.01
N -4.202255 -4.076521 0.305464 -0.03 0.05 0.06
C -3.055940 -3.492024 -0.024419 0.03 0.00 0.08
N -3.100633 -2.240394 0.403277 -0.06 0.02 -0.44
C -4.324289 -2.126096 0.994563 -0.13 -0.09 0.18
N -5.025936 -3.224421 0.949289 0.06 -0.05 0.00
C -4.771166 -0.812541 1.478620 -0.09 0.06 -0.15
C -5.618670 -0.085269 0.667601 0.29 -0.17 -0.05
N -5.782427 1.221540 0.799293 -0.43 0.16 0.26
C -4.945385 2.141426 0.650741 0.08 0.04 -0.08
C -3.551655 1.824722 0.137501 0.28 -0.02 -0.18
N -3.186293 0.638228 0.069000 -0.51 0.19 0.18
H -4.495165 -5.028468 0.133010 0.00 0.02 0.01
H -2.237099 -3.960933 -0.544231 0.02 0.02 -0.03
H -6.170910 -0.603838 -0.108100 0.01 0.02 -0.04
H -5.188380 3.161113 0.933949 0.01 0.02 -0.08
H -2.914434 2.685998 -0.086670 0.04 0.03 0.04
O -0.403603 0.662463 0.112758 -0.14 0.11 0.00
Si 0.376941 2.021866 0.779343 0.02 0.16 0.05
C 0.156433 1.949994 2.614743 0.06 -0.10 0.14
C -1.108405 1.823434 3.198483 -0.09 0.07 -0.10
C -1.266316 1.796221 4.572819 0.07 0.01 0.07
C -0.150211 1.892369 5.398393 -0.03 -0.01 -0.04
C 1.112713 2.016823 4.841499 -0.01 -0.02 0.04
C 1.263393 2.041794 3.461303 0.06 -0.02 -0.06
C -0.483099 3.482685 0.022737 -0.07 0.04 -0.04
C -0.898102 4.568655 0.797023 -0.02 -0.06 0.09
C -1.544823 5.653090 0.217025 -0.02 0.02 -0.02
C -1.789338 5.665150 -1.148503 0.02 -0.04 -0.01
C -1.379190 4.595506 -1.938792 -0.04 0.08 0.01
C -0.730720 3.520231 -1.355353 0.02 -0.12 -0.01
C 2.134377 1.878294 0.232549 0.13 0.05 -0.08
C 2.789126 2.996307 -0.296577 -0.08 0.00 -0.06
C 4.127659 2.933801 -0.655610 0.06 -0.04 -0.04
C 4.834754 1.749846 -0.494175 -0.04 0.01 0.01
C 4.202448 0.628123 0.029726 0.03 0.04 -0.05
C 2.865969 0.694390 0.388762 -0.13 -0.15 0.13
H -1.991610 1.756585 2.567807 0.00 -0.01 -0.01
H -2.253328 1.714028 5.011161 -0.02 0.00 0.00
H -0.268332 1.878704 6.473811 -0.01 0.01 0.01
H 1.980911 2.098160 5.481581 0.01 0.00 0.00
H 2.257459 2.136088 3.038654 0.00 0.01 0.01
H -0.717271 4.568187 1.866182 0.01 0.01 0.00
H -1.851375 6.491609 0.828248 0.00 0.00 0.01
H -2.288427 6.511480 -1.601295 -0.01 0.00 -0.01
H -1.559758 4.611211 -3.005482 0.00 -0.01 -0.01
H -0.417989 2.691761 -1.984839 0.01 0.00 -0.01
H 2.248481 3.925684 -0.435865 0.00 0.01 0.02
H 4.620469 3.808223 -1.058900 0.00 0.01 0.00
H 5.879570 1.702833 -0.771575 0.01 0.00 0.00
H 4.752198 -0.294511 0.161078 0.00 -0.02 0.01
H 2.396639 -0.193929 0.803957 0.04 0.08 -0.04
C 3.474806 0.535202 -5.030367 0.01 0.02 -0.03
C 2.068431 0.311955 -4.488918 0.01 -0.03 -0.04
C 2.144353 -0.167131 -3.046309 -0.08 -0.05 0.05
N 0.814527 -0.444927 -2.467798 0.09 -0.10 0.19
C -0.134102 -1.247748 -2.881235 -0.03 0.33 -0.10
S -1.785644 -0.925241 -2.384515 -0.22 -0.13 -0.09
N 0.004505 -2.204239 -3.810256 -0.09 -0.17 0.07
C 1.108780 -2.929009 -4.404558 -0.03 -0.07 -0.12
O 0.973381 -3.208730 -5.561879 0.04 0.03 -0.03
C 2.224927 -3.384875 -3.557321 0.01 0.12 0.07
C 3.404993 -3.721496 -4.220888 0.04 0.02 0.05
C 4.492495 -4.174668 -3.496184 -0.02 -0.01 -0.01
C 4.395369 -4.309141 -2.116985 0.00 -0.01 0.04
C 3.213856 -3.993880 -1.456883 0.01 0.04 -0.05
C 2.123304 -3.529265 -2.173685 -0.07 0.11 0.00
H 3.445220 0.903554 -6.054060 -0.01 0.00 0.00
H 4.047540 -0.393751 -5.026417 0.00 -0.01 0.00
H 4.016981 1.266060 -4.428063 0.00 0.01 0.01
H 1.540661 -0.414359 -5.112629 0.04 0.02 0.00
H 1.491810 1.239206 -4.528964 -0.01 0.00 0.01
H 2.561399 0.611615 -2.409388 0.05 0.03 0.00
H 2.787249 -1.037455 -2.945655 0.02 -0.09 0.00
H 0.538018 0.155663 -1.698406 0.05 -0.04 -0.01
H -0.857118 -2.435896 -4.290206 0.00 -0.03 0.04
H 3.453401 -3.618231 -5.296178 -0.01 -0.01 -0.02
H 5.411604 -4.429761 -4.005024 0.01 0.00 0.00
H 5.245778 -4.667788 -1.552348 0.00 0.00 0.01
H 3.141442 -4.099921 -0.384927 -0.01 0.00 0.06
H 1.206994 -3.283323 -1.644807 0.06 0.01 -0.06
```
Positions in Å, forces in eV/Å.

Values from the calculation:
spin multiplicity	6
total charge	+2
gap between HOMO and LUMO (spin up / spin down)	6.294 / 4.963	eV
highest occupied orbital energy (spin up / spin down)	-12.67 / -13.68	eV
ΔE to the lowest compared entry with this formula, charge and spin	59.9	kcal per mole
molecular weight	1003.19	Da
expectation value of S²	8.81